DFT (ωB97M-V with the def2-TZVPD basis set) results for the molecule C4H10N4 at a distorted geometry.

Each atom is followed by the atoms it is bonded to, with distances in Å.
Positions of all 18 atoms, in Å:
1 C -0.877 -0.994 -1.097  C2 1.791, H9 1.088, H10 1.090, H11 1.086
2 C -0.568 0.381 0.009  C1 1.791, N3 1.425, N4 1.404, C5 1.505
3 N -0.534 1.514 -0.854  C2 1.425, H12 1.011, H13 1.013
4 N -1.592 0.434 0.969  C2 1.404, H14 1.010, H15 1.011
5 C 0.777 0.005 0.569  C2 1.505, N6 1.413, C7 1.321
6 N 1.047 0.259 1.933  C5 1.413, H16 1.013, H17 1.013
7 C 1.529 -0.706 -0.252  C5 1.321, N8 1.233
8 N 2.354 -1.481 -0.742  C7 1.233, H18 1.018
9 H -0.263 -1.042 -1.994  C1 1.088
10 H -1.860 -0.682 -1.449  C1 1.090
11 H -0.962 -1.939 -0.568  C1 1.086
12 H 0.135 1.421 -1.606  N3 1.011
13 H -0.974 2.392 -0.605  N3 1.013
14 H -1.368 0.795 1.885  N4 1.010
15 H -2.462 0.834 0.643  N4 1.011
16 H 0.667 -0.482 2.511  N6 1.013
17 H 2.019 0.433 2.157  N6 1.013
18 H 2.930 -1.142 -1.509  N8 1.018

Results
* energy relative to the best compared isomer or geometry (same formula, charge and spin): 282.6 kJ/mol
* highest occupied orbital energy: -7.9514 eV
* SMILES: CC(N)(N)C(N)=C=N
* DFT total energy: -377.33917 Ha
* E_LUMO: 0.91 eV

Taken from the natural (NBO) analysis, the atomic charges in e are:
1 C -0.653
2 C 0.319
3 N -0.901
4 N -0.861
5 C -0.090
6 N -0.839
7 C 0.401
8 N -0.635
9 H 0.200
10 H 0.202
11 H 0.209
12 H 0.380
13 H 0.390
14 H 0.387
15 H 0.373
16 H 0.372
17 H 0.379
18 H 0.367